The following is a DFT calculation (ωB97M-V with the def2-TZVPD basis set) of one molecule with the formula C4H9N3S at a distorted geometry.

**Energy relative to the best compared isomer or geometry (same formula, charge and spin)**: 257.0 kJ/mol
**Highest occupied orbital energy**: -0.3043 Ha

Last column: natural (NBO) charge in e.
Geometry (Å):
N (-0.926, -2.351, -2.402)  -0.84
C (-0.709, -1.981, -0.975)  -0.24
C (-0.036, -0.632, -0.894)  -0.05
C (1.435, -0.661, -0.527)  -0.25
N (0.486, -0.215, 0.415)  -0.42
C (0.331, 0.962, 0.994)  0.28
N (1.448, 1.265, 1.638)  -0.79
S (-1.064, 1.866, 1.026)  -0.25
H (-0.016, -2.077, -3.010)  0.35
H (-1.809, -1.763, -2.835)  0.37
H (-1.802, -1.776, -0.713)  0.21
H (-0.257, -2.802, -0.392)  0.21
H (-0.312, 0.162, -1.534)  0.23
H (2.083, -1.474, -0.300)  0.20
H (2.055, 0.114, -0.756)  0.19
H (2.455, 0.757, 1.645)  0.40
H (1.449, 1.985, 2.329)  0.41

The following is a DFT calculation (ωB97M-V with the def2-TZVPD basis set) of a 2-piece molecular cluster, C4H9N3S overall at a distorted geometry.

**Energy relative to the best compared isomer or geometry (same formula, charge and spin)**: 420.0 kJ/mol
**Highest occupied orbital energy**: -0.3114 Ha

Last column: natural (NBO) charge in e.
Geometry (Å):
C (0.654, 0.055, 1.646)  -0.45
C (-0.407, -0.708, 1.462)  -0.36
C (1.517, -1.367, -1.328)  -0.43
C (-2.036, 1.275, 0.573)  -0.81
N (0.167, 1.514, -2.503)  -0.15
N (0.645, 0.659, -1.888)  0.25
N (1.255, -0.019, -1.144)  -0.30
S (-2.106, -0.470, 0.885)  0.28
H (0.577, 1.167, 1.508)  0.21
H (1.541, -0.451, 2.006)  0.22
H (-0.401, -1.809, 1.937)  0.21
H (0.703, -1.995, -0.964)  0.22
H (1.740, -1.437, -2.470)  0.19
H (2.555, -1.544, -0.843)  0.22
H (-3.090, 1.594, 0.258)  0.24
H (-1.518, 1.506, -0.402)  0.23
H (-1.795, 2.029, 1.265)  0.23

The following is a DFT calculation (ωB97M-V with the def2-TZVPD basis set) of an isolated ion of composition C4H9N4 and charge +1 at a distorted geometry.

**Energy relative to the best compared isomer or geometry (same formula, charge and spin)**: 322.1 kJ/mol
**Total charge**: +1
**Highest occupied orbital energy (alpha / beta)**: -0.4359 / -0.4499 Ha

Last column: natural (NBO) charge in e.
Geometry (Å):
C (-1.995, 0.379, 0.241)  0.02
N (-1.703, -0.718, -0.424)  -0.44
C (-0.525, -1.019, -1.049)  0.34
N (-0.553, -2.049, -1.934)  -0.77
C (0.670, -0.373, -0.734)  -0.08
N (0.822, 0.403, 0.321)  -0.18
N (1.691, 1.245, 0.560)  -0.06
C (1.894, 1.709, 1.880)  -0.47
H (-2.883, 0.406, 0.845)  0.23
H (-1.370, 1.251, 0.158)  0.23
H (-2.403, -1.460, -0.438)  0.44
H (0.275, -2.265, -2.459)  0.42
H (-1.423, -2.367, -2.327)  0.41
H (1.557, -0.717, -1.260)  0.22
H (1.628, 2.768, 1.906)  0.24
H (1.350, 1.148, 2.645)  0.20
H (2.969, 1.660, 2.069)  0.25

The following is a DFT calculation (ωB97M-V with the def2-TZVPD basis set) of an isolated ion of composition C4H9N4O2S2 and charge -1 at a distorted geometry.

**Energy relative to the best compared isomer or geometry (same formula, charge and spin)**: 0.0 kJ/mol
**Total charge**: -1
**Highest occupied orbital energy**: -0.1265 Ha

Last column: natural (NBO) charge in e.
Geometry (Å):
C (0.494, 1.664, 0.948)  0.12
C (-1.166, -2.489, -0.230)  -0.42
C (-0.601, 2.564, 0.733)  -0.69
C (2.345, 0.484, 0.145)  0.00
N (1.518, 1.669, 0.171)  -0.50
N (1.615, -0.433, -0.752)  -0.28
N (0.803, -1.173, -0.134)  0.00
N (0.084, -2.044, -0.855)  -0.42
O (-0.930, 0.772, -1.431)  -1.02
O (-2.977, 1.106, -0.037)  -1.03
S (4.074, 0.520, -0.650)  -0.12
S (-1.830, 1.727, -0.768)  1.51
H (0.299, 0.863, 1.714)  0.14
H (-1.546, -3.336, -0.753)  0.18
H (-0.974, -2.633, 0.854)  0.21
H (-1.918, -1.754, -0.416)  0.22
H (-1.296, 2.708, 1.564)  0.20
H (-0.391, 3.476, 0.300)  0.21
H (2.349, 0.186, 1.168)  0.18
H (0.131, -2.002, -1.936)  0.37
H (3.424, 0.278, -1.775)  0.15

The following is a DFT calculation (ωB97M-V with the def2-TZVPD basis set) of an isolated ion of composition C4H9N5O4S and charge +2 at a distorted geometry.

**Energy relative to the best compared isomer or geometry (same formula, charge and spin)**: 55.2 kJ/mol
**Total charge**: +2
**Highest occupied orbital energy**: -0.7051 Ha

Last column: natural (NBO) charge in e.
Geometry (Å):
C (-3.905, -0.399, -0.066)  -0.30
O (-2.460, -0.617, 0.037)  -0.46
C (-1.783, 0.443, 0.001)  0.94
O (-2.087, 1.587, -0.058)  -0.56
N (-0.338, 0.130, -0.143)  -0.72
C (0.636, 1.183, 0.126)  0.74
N (0.350, 2.443, 0.163)  -0.66
N (1.957, 0.816, 0.038)  -0.56
C (2.456, -0.454, -0.029)  0.71
N (3.773, -0.577, -0.147)  -0.72
N (1.630, -1.485, 0.028)  -0.79
S (-0.121, -1.507, 0.118)  2.48
O (-0.579, -2.278, -0.935)  -0.78
O (-0.390, -1.735, 1.436)  -0.83
H (-4.523, -1.388, -0.065)  0.26
H (-4.236, 0.126, -1.055)  0.25
H (-4.111, 0.011, 0.899)  0.23
H (-0.641, 2.617, 0.114)  0.48
H (0.945, 3.255, 0.124)  0.47
H (2.582, 1.555, -0.110)  0.45
H (4.484, 0.104, -0.331)  0.46
H (4.264, -1.436, -0.351)  0.46
H (2.096, -2.392, 0.204)  0.48

The following is a DFT calculation (ωB97M-V with the def2-TZVPD basis set) of a 2-piece molecular cluster, C4H9N5S overall at a distorted geometry.

**Energy relative to the best compared isomer or geometry (same formula, charge and spin)**: 105.6 kJ/mol
**Highest occupied orbital energy**: -0.3276 Ha

Last column: natural (NBO) charge in e.
Geometry (Å):
S (-4.680, 1.226, -0.424)  0.07
C (-3.534, 0.032, -0.092)  0.07
N (-3.804, -1.173, 0.463)  -0.29
N (-2.650, -1.723, 0.679)  -0.04
N (-1.712, -0.936, 0.199)  -0.19
N (-2.214, 0.203, -0.259)  -0.30
H (-5.715, 0.391, -0.648)  0.15
H (-0.657, -1.189, 0.344)  0.44
C (1.085, 1.063, 1.844)  -0.49
C (0.657, 0.683, 0.633)  0.00
N (0.785, -0.575, 0.053)  -0.66
C (0.995, -0.821, -1.419)  -0.40
H (0.871, 1.959, 2.318)  0.21
H (1.652, 0.615, 2.586)  0.20
H (-0.073, 1.425, 0.038)  0.23
H (1.273, -1.105, 0.752)  0.39
H (1.810, -0.405, -1.899)  0.20
H (1.158, -1.828, -1.634)  0.21
H (0.166, -0.391, -1.881)  0.21

Question: Which of these has the highest energy relative to the best compared isomer or geometry (same formula, charge and spin)?
Answer: number 2